A cluster of 6 separate species, C28H40BrF15NO13S in total in a non-equilibrium geometry, computed with ωB97M-V/def2-TZVPD.

The geometry in XYZ format:
```
99
Properties=species:S:1:pos:R:3:forces:R:3:mulliken_charge:R:1
O -3.6643 -0.3622 -3.5052 -0.802 -0.987 -0.250 -0.609
S -2.3119 -0.3921 -3.0955 -1.024 1.479 0.290 1.143
O -1.7331 0.9305 -3.0405 1.231 -0.147 0.395 -0.556
O -1.4437 -1.2923 -4.0485 0.219 -0.004 0.080 -0.394
C -2.2249 -1.2406 -1.5428 0.814 -1.088 0.182 -0.553
C -0.8781 -1.8975 -1.2511 0.315 0.471 -0.935 -1.137
C 0.2911 -0.9284 -1.0578 -0.294 -0.419 0.779 -0.405
C 0.2738 -0.1400 0.2735 0.116 0.246 -1.320 -0.942
C -0.2553 1.2967 0.2539 0.410 -0.749 1.000 0.038
N -0.1959 2.1258 -0.9594 0.127 -0.144 -0.477 0.217
C -0.9081 3.1625 -0.8145 -0.413 1.085 0.413 -0.156
C -1.5232 3.2140 0.5496 -0.772 -1.335 -0.650 -0.613
C -1.6574 1.6688 0.7061 -0.006 1.021 0.362 -0.455
Br -2.1912 0.9993 2.4188 0.194 0.167 -0.170 -0.021
H -1.0485 -0.7162 -4.7274 0.053 -0.178 0.041 0.341
H -2.5053 -0.5951 -0.7246 -0.280 0.653 -0.136 0.122
H -2.9763 -2.0163 -1.5922 -0.343 -0.112 -0.200 0.545
H -0.6330 -2.5074 -2.1136 0.049 -0.250 -0.122 0.422
H -0.9758 -2.5938 -0.4315 -0.071 0.013 0.478 0.406
H 0.3951 -0.2910 -1.9267 -0.021 0.253 -0.230 0.177
H 1.1837 -1.5394 -1.0455 0.299 -0.111 -0.022 0.419
H 1.2918 -0.0715 0.6286 0.299 -0.016 0.096 0.492
H -0.2575 -0.7080 1.0233 -0.312 0.005 0.285 0.360
H 0.3684 1.8618 0.9482 0.258 -0.161 0.291 0.316
H 0.2850 1.9396 -1.8300 0.072 -0.381 -0.021 0.342
H -1.0213 3.8951 -1.5894 0.077 0.225 -0.353 0.519
H -2.5151 3.6350 0.5924 0.054 0.786 -0.005 0.426
H -0.8009 3.6428 1.2324 0.011 0.275 0.409 0.197
H -2.4390 1.4646 -0.0139 -0.083 -0.861 -0.121 0.397
C 1.2390 -0.7367 -9.2406 -0.186 -0.124 0.282 -1.110
C 2.6192 -0.9334 -8.6533 -0.003 0.204 -0.611 -0.204
O 2.5573 -1.0939 -7.2178 0.048 -0.035 0.253 -0.323
C 2.2665 -2.3101 -6.7823 0.107 0.272 -0.527 0.143
O 2.0463 -3.2760 -7.4461 -0.071 -0.185 0.222 -0.497
C 2.2934 -2.3265 -5.2465 0.066 -0.175 0.666 1.149
F 1.6632 -1.2517 -4.7158 -0.031 -0.106 -0.155 -0.287
F 3.5522 -2.3095 -4.7905 -0.157 0.048 -0.171 -0.280
F 1.6966 -3.4187 -4.7646 -0.078 0.382 -0.259 -0.243
H 0.7346 0.1011 -8.7575 0.065 0.084 -0.074 0.283
H 1.3076 -0.5370 -10.3084 0.039 0.012 -0.007 0.385
H 0.6203 -1.6219 -9.0945 0.055 -0.054 -0.079 0.318
H 3.2335 -0.0528 -8.8237 0.024 0.033 0.234 0.329
H 3.1302 -1.7825 -9.1029 -0.053 -0.137 0.163 0.333
C 3.4105 -5.6708 -4.1003 0.293 -0.197 -0.213 -0.880
C 3.9985 -6.7664 -3.2370 -0.400 0.279 0.219 -0.461
O 4.8036 -7.6667 -4.0170 0.135 -0.156 -0.012 -0.310
C 6.0474 -7.2691 -4.2566 -0.355 0.154 0.259 0.341
O 6.5451 -6.2468 -3.8902 0.183 -0.012 -0.098 -0.511
C 6.7931 -8.3505 -5.0547 0.268 -0.293 -0.347 0.895
F 6.0332 -8.8303 -6.0500 0.121 0.093 0.185 -0.243
F 7.1194 -9.3726 -4.2472 -0.087 0.184 -0.086 -0.248
F 7.9127 -7.8586 -5.5831 -0.200 -0.042 0.135 -0.235
H 2.8538 -6.0997 -4.9340 -0.095 -0.007 0.065 0.327
H 2.7438 -5.0468 -3.5142 -0.020 -0.043 0.115 0.311
H 4.1959 -5.0427 -4.5196 0.020 0.046 0.086 0.303
H 3.2066 -7.3754 -2.8062 0.072 -0.184 -0.119 0.358
H 4.5823 -6.3578 -2.4134 0.179 -0.015 -0.101 0.342
C -0.7455 3.5223 8.3070 0.092 0.299 -0.016 -0.914
C -0.9786 2.8476 6.9750 -0.215 -0.295 0.541 -0.291
O -0.7146 3.7498 5.8749 0.016 0.043 -0.282 -0.298
C 0.5511 3.8728 5.5138 -0.306 -0.352 0.377 0.336
O 1.4924 3.3157 5.9918 0.195 0.095 -0.195 -0.496
C 0.6504 4.8326 4.3177 0.204 0.692 -0.189 0.848
F -0.1101 5.9189 4.4819 0.051 -0.263 -0.043 -0.246
F 0.2311 4.2114 3.1817 0.019 -0.068 0.121 -0.248
F 1.9016 5.2331 4.1156 -0.185 -0.231 0.037 -0.239
H -1.3335 4.4380 8.3777 -0.082 -0.057 0.000 0.340
H -1.0246 2.8530 9.1216 -0.024 0.336 -0.361 0.157
H 0.3021 3.7979 8.4312 0.025 -0.099 0.008 0.348
H -2.0233 2.5614 6.8742 -0.025 0.152 -0.190 0.369
H -0.3777 1.9453 6.8698 0.157 0.106 -0.114 0.321
C -4.5017 2.3005 -4.5272 -0.290 0.506 0.167 -0.756
C -5.3547 2.2378 -5.7746 0.490 -0.238 -0.072 -0.429
O -6.7194 2.5890 -5.4860 -0.182 0.029 -0.063 -0.334
C -6.9844 3.8881 -5.4388 0.368 -0.246 -0.122 0.336
O -6.2026 4.7761 -5.6066 -0.123 0.158 0.060 -0.513
C -8.4825 4.1025 -5.1704 -0.480 0.134 0.162 0.907
F -8.9233 3.2855 -4.2011 0.095 0.133 -0.165 -0.246
F -9.1891 3.8512 -6.2828 0.156 0.011 0.150 -0.247
F -8.7193 5.3590 -4.7962 0.096 -0.203 -0.084 -0.236
H -4.9278 1.6793 -3.7449 0.028 -0.127 -0.038 0.290
H -3.4935 1.9585 -4.7371 0.041 -0.040 -0.045 0.178
H -4.4505 3.3229 -4.1460 0.037 0.025 -0.134 0.381
H -5.3847 1.2210 -6.1602 -0.226 -0.021 0.055 0.342
H -4.9606 2.8766 -6.5637 -0.128 0.159 0.046 0.329
C 2.9728 0.1269 13.8352 -0.295 0.092 0.087 -1.112
C 2.8334 0.2205 12.3316 0.555 -0.146 0.218 -0.209
O 1.4453 0.2580 11.9390 -0.183 0.017 -0.164 -0.308
C 0.8550 1.4413 12.0041 0.504 -0.183 0.054 0.288
O 1.3517 2.4700 12.3506 -0.204 0.163 -0.040 -0.495
C -0.5963 1.3198 11.5148 -0.671 -0.080 0.037 0.982
F -1.2037 0.2394 12.0182 0.172 0.136 -0.108 -0.245
F -0.6286 1.2186 10.1646 0.173 -0.351 0.469 -0.296
F -1.3135 2.3893 11.8562 0.233 -0.087 -0.086 -0.252
H 2.4161 -0.7289 14.2170 0.080 -0.071 -0.033 0.306
H 4.0204 0.0177 14.1116 0.020 -0.011 -0.038 0.373
H 2.5783 1.0182 14.3218 0.075 0.055 -0.030 0.320
H 3.2488 -0.6653 11.8566 -0.210 -0.057 -0.085 0.313
H 3.3594 1.0858 11.9320 -0.176 0.123 -0.003 0.325
```
Forces are in eV/Å.

Total charge   +1
Gap between HOMO and LUMO   0.313 Eh
HOMO   -12.68 eV
DFT total energy   -179426.9369 eV